[1]
{
  "formula": "C23H24AlBr4Cl2F8ILiN3O9S2",
  "method": "ωB97M-V with the def2-TZVPD basis set",
  "species": ["F", "C", "F", "F", "C", "F", "F", "C", "F", "F", "C", "C", "C", "C", "N", "S", "N", "C", "C", "C", "C", "C", "I", "H", "H", "H", "H", "H", "H", "H", "H", "C", "C", "O", "C", "H", "H", "H", "H", "H", "H", "C", "C", "O", "S", "O", "O", "O", "H", "H", "H", "H", "Al", "O", "Cl", "O", "O", "O", "F", "N", "C", "C", "C", "C", "C", "H", "H", "H", "H", "H", "Cl", "Li", "Br", "C", "Br", "Br", "Br", "H"],
  "positions_angstrom": [[-3.91140, -2.12020, -2.78327], [-3.84046, -0.69843, -2.85633], [-4.95932, -0.31112, -3.74650], [-2.66273, -0.23644, -3.53911], [-4.09470, 0.05209, -1.46335], [-4.20206, 1.48405, -1.61849], [-5.39255, -0.36977, -0.98989], [-3.00971, -0.32690, -0.30116], [-3.64388, 0.14190, 0.93123], [-2.85424, -1.73337, -0.13832], [-1.63994, 0.47656, -0.41065], [-1.66877, 1.98978, 0.12602], [-0.43458, 2.93052, 0.14343], [0.93383, 2.38280, -0.40961], [2.18266, 3.12087, -0.44258], [3.30270, 1.99160, -1.08665], [2.29725, 0.61140, -1.34626], [0.93650, 0.88465, -0.93237], [-0.30694, -0.11568, -0.98728], [-0.23575, -1.60585, -1.54387], [0.98105, -1.90649, -2.54844], [0.96052, -1.08041, -3.92839], [-0.15893, -2.33201, -5.38201], [-2.64863, 2.41565, 0.55968], [-0.48104, 4.00801, 0.56309], [-0.28305, -2.40202, -0.69080], [-1.21623, -1.77894, -2.14793], [1.99701, -1.79690, -1.99879], [0.90207, -3.07503, -2.83630], [2.01549, -0.86092, -4.35881], [0.34007, -0.13189, -3.76555], [4.94084, -1.95978, -0.21834], [4.73633, -3.28880, -0.88962], [3.77351, -3.48745, -1.63410], [5.74947, -4.36616, -0.61903], [4.13387, -1.27983, -0.50474], [4.92383, -2.08522, 0.86639], [5.89238, -1.52676, -0.53506], [5.76780, -4.59817, 0.44776], [6.73695, -4.04019, -0.95315], [5.47417, -5.26934, -1.16919], [-1.35291, 3.89561, 4.78304], [-0.73545, 5.28218, 4.86950], [0.64926, 5.09184, 4.54906], [0.78105, 3.87536, 3.48843], [0.87500, 4.43756, 2.16976], [1.72872, 2.92771, 3.99792], [-0.71150, 3.26632, 3.67103], [-1.13472, 3.30730, 5.67951], [-2.43208, 3.93451, 4.62927], [-0.84450, 5.72529, 5.85983], [-1.16960, 5.95630, 4.11821], [-4.68840, -1.21669, -5.62394], [-1.96178, 9.45537, 3.80162], [-2.80618, 8.39422, 3.29812], [-2.94166, 8.52144, 1.86271], [-4.11093, 8.47699, 3.91748], [-2.20409, 7.10882, 3.61315], [-1.17660, -2.51869, 1.27128], [0.12553, -4.83761, 4.50311], [-0.41864, -5.56513, 5.49420], [-1.72756, -6.01793, 5.48892], [-2.52814, -5.70012, 4.39930], [-1.99363, -4.94881, 3.36244], [-0.67144, -4.54566, 3.45910], [0.24526, -5.78478, 6.32479], [-2.11262, -6.60359, 6.31506], [-3.55936, -6.03545, 4.35928], [-2.58912, -4.68209, 2.49836], [-0.20859, -3.95885, 2.67157], [-5.18691, -0.82044, 2.16343], [0.64840, -0.55405, -7.55617], [2.39583, -3.48476, -3.18875], [4.10440, 1.90289, -9.13509], [3.07206, 1.28541, -7.60656], [3.35556, 3.51816, -9.90237], [5.97956, 2.11319, -8.69402], [4.04012, 1.12705, -9.89754]],
  "atomic_forces_ev_per_a": [[0.53, 4.44, -0.63], [0.66, -0.39, 0.06], [1.60, -0.73, 0.74], [-3.41, -1.75, 1.63], [-2.13, 0.68, 2.41], [0.64, -3.92, -0.31], [3.28, 0.79, -1.89], [0.72, -0.38, 2.45], [2.62, -0.12, -4.14], [-1.08, 3.93, -1.60], [3.94, 1.21, -1.02], [3.44, 0.59, -0.62], [-1.40, -3.17, -1.01], [-0.89, -0.03, 0.43], [-2.82, -4.64, -0.98], [-4.19, -0.75, 0.64], [-2.37, 1.83, 1.12], [2.39, 1.35, -0.02], [-1.74, 2.97, 1.76], [-1.29, -0.46, -0.08], [-0.05, 3.57, 0.65], [0.36, 0.81, 1.74], [0.33, 0.89, -0.29], [1.79, -0.96, -0.79], [-0.08, -2.22, -0.82], [0.08, 1.53, -0.66], [1.58, 0.21, 1.00], [-2.29, 1.00, -0.57], [-1.84, 0.65, 0.29], [-2.00, -0.55, 0.71], [0.92, -1.32, -0.44], [-0.58, 0.06, -0.28], [0.13, -0.18, 0.05], [4.59, 0.23, 4.75], [-0.28, -0.25, -0.46], [0.09, -0.07, 0.08], [0.19, 0.03, -0.05], [0.07, -0.11, 0.19], [0.15, 0.15, -0.03], [0.03, 0.03, 0.24], [0.04, 0.12, 0.10], [-0.04, 0.20, 0.95], [-0.92, 0.17, -0.53], [0.76, -1.43, -0.49], [-0.69, 0.66, 1.05], [0.37, -0.67, 0.76], [-0.34, 0.69, -0.77], [0.91, 0.41, -0.60], [-0.04, -0.06, -0.07], [0.19, -0.04, -0.24], [0.30, -0.08, -0.09], [0.48, -0.59, 0.66], [-0.15, -0.08, -0.16], [-0.06, -0.37, -0.06], [-0.51, 1.06, -0.25], [0.10, -0.19, 0.22], [0.31, -0.20, -0.07], [-0.64, 0.50, -0.37], [0.82, -0.27, -0.43], [-0.68, -0.38, 0.09], [0.29, 0.33, -0.37], [-0.01, 0.02, -0.04], [0.00, 0.02, -0.10], [-0.25, -0.24, 0.16], [0.83, 0.06, 0.23], [-0.07, -0.03, 0.03], [0.04, 0.04, -0.01], [0.05, 0.03, 0.02], [0.16, 0.16, 0.04], [-0.35, 0.11, -0.06], [-1.68, -0.96, 1.29], [0.22, -0.10, 0.28], [-0.81, -3.65, -5.54], [0.39, 0.21, -0.78], [-0.14, -0.09, 0.27], [0.13, -0.43, 0.31], [-0.64, -0.08, 0.03], [-0.02, 0.18, 0.28]],
  "mulliken_charge": [-0.1969, 0.6454, -0.3192, -0.1397, 0.7243, -0.2586, -0.2673, 0.6745, -0.3094, -0.2177, -0.0858, -0.8657, -0.7291, 0.4093, -0.5208, 0.1188, -0.3792, 0.4335, 0.5013, 0.3101, -0.2999, -0.6766, -0.2636, 0.4248, 0.4366, 0.4217, -0.2348, -0.4626, 0.4859, 0.6179, 0.5099, -0.6032, 0.8616, -0.5744, -1.2196, -0.1333, 0.3577, 0.3481, 0.3395, 0.3353, 0.3356, -0.3614, -0.4966, -0.3333, 1.1686, -0.5669, -0.5958, -0.2800, 0.2735, 0.3337, 0.3067, 0.6016, 0.7823, -0.6823, 1.7006, -0.6795, -0.6679, -0.7362, -0.7368, -0.5690, -0.2382, -0.2942, -0.3571, -0.2508, -0.2182, 0.3472, 0.3452, 0.3499, 0.3601, 0.4771, -0.3836, 0.8478, -0.0200, -0.3798, -0.0037, 0.0418, 0.0393, 0.3416],
  "total_charge": 0,
  "homo_ev": -6.27,
  "gap_ev": 1.78,
  "e_tot_ha": -15090.4842,
  "lumo_energy_ev": -4.5
}



[2]
{
  "formula": "C23H24AsBrN3O2S2Zr",
  "method": "ωB97M-V with the def2-TZVPD basis set",
  "species": ["Zr", "O", "S", "O", "N", "C", "C", "C", "C", "C", "C", "C", "C", "N", "C", "C", "C", "C", "C", "C", "C", "H", "H", "H", "H", "H", "H", "H", "H", "H", "H", "H", "C", "As", "C", "C", "S", "H", "H", "H", "H", "H", "H", "H", "H", "H", "Br", "C", "C", "C", "C", "C", "N", "H", "H", "H", "H"],
  "positions_angstrom": [[-1.27729, 0.37551, 0.37786], [-1.35005, -0.40291, 4.02984], [-0.45669, -0.50325, 2.93787], [-1.04270, -1.22151, 1.69659], [-0.22205, 0.85228, 2.10474], [0.10482, 2.16099, 2.51632], [0.76679, 2.57226, 3.63828], [1.02873, 3.95197, 3.81655], [0.65048, 4.87520, 2.88163], [-0.03081, 4.46205, 1.70719], [-0.45616, 5.32960, 0.68228], [-1.10953, 4.82476, -0.42088], [-1.34385, 3.45674, -0.50575], [-0.96206, 2.59590, 0.44307], [-0.30474, 3.09521, 1.54527], [1.03978, -1.22874, 3.38907], [1.07029, -1.93609, 4.59013], [2.26509, -2.52585, 4.96881], [3.38997, -2.39466, 4.16554], [3.34255, -1.67563, 2.97228], [2.16110, -1.08586, 2.56915], [1.09190, 1.86051, 4.38696], [1.54677, 4.27148, 4.71007], [0.86614, 5.92577, 3.02504], [-0.26426, 6.39268, 0.76617], [-1.44061, 5.46989, -1.22169], [-1.85382, 3.04477, -1.37054], [0.18690, -2.01358, 5.20887], [2.31777, -3.08058, 5.89517], [4.32127, -2.85040, 4.47467], [4.23385, -1.57097, 2.36940], [2.11423, -0.50704, 1.65459], [0.18887, -3.11526, -1.78645], [0.35149, -1.53503, -2.85772], [2.09670, -1.44894, -3.63128], [-0.95340, -1.50226, -4.25817], [0.17344, 0.28649, -1.65624], [0.42261, -3.97185, -2.41996], [-0.82278, -3.22030, -1.40000], [0.90440, -3.05860, -0.96824], [2.22604, -2.32246, -4.27114], [2.84434, -1.44877, -2.84115], [2.17514, -0.54034, -4.22551], [-0.75626, -2.34641, -4.91977], [-0.84463, -0.56832, -4.80640], [-1.95632, -1.58157, -3.84497], [-3.41116, -1.35503, -0.70316], [-4.26734, -0.11874, 0.47697], [-5.58900, -0.22071, 0.82020], [-6.07295, 0.74675, 1.69881], [-5.22570, 1.73940, 2.17729], [-3.90935, 1.75175, 1.76870], [-3.42866, 0.82375, 0.91420], [-6.21600, -1.00950, 0.42952], [-7.11060, 0.71803, 2.00618], [-5.58270, 2.49523, 2.86218], [-3.20660, 2.49886, 2.11376]],
  "atomic_forces_ev_per_a": [[0.06, -0.09, -0.02], [-0.18, -0.05, 0.15], [0.22, 0.00, -0.17], [-0.01, 0.11, 0.03], [0.01, 0.06, -0.02], [0.02, 0.04, -0.06], [-0.03, 0.02, 0.02], [-0.01, 0.01, -0.02], [0.00, -0.02, 0.01], [0.00, 0.00, 0.05], [0.00, 0.00, 0.00], [0.00, 0.02, -0.01], [-0.02, -0.02, 0.00], [0.08, -0.03, 0.04], [0.03, -0.01, -0.01], [0.00, -0.02, 0.01], [0.00, 0.00, 0.00], [0.00, 0.00, 0.00], [0.00, 0.00, 0.00], [0.00, -0.01, 0.00], [-0.01, 0.00, -0.01], [0.00, 0.01, 0.00], [0.00, 0.00, 0.00], [0.00, 0.00, 0.00], [0.00, 0.00, 0.00], [0.00, 0.00, 0.00], [0.00, -0.01, 0.00], [0.00, 0.00, 0.00], [0.00, 0.00, 0.00], [0.00, 0.00, 0.00], [0.00, 0.00, 0.00], [0.00, 0.00, 0.00], [0.03, 0.00, -0.01], [-0.01, -0.02, -0.06], [0.01, -0.01, 0.01], [0.00, 0.00, 0.04], [-0.03, 0.02, 0.02], [0.00, 0.00, 0.00], [0.00, 0.02, 0.00], [-0.01, -0.02, 0.01], [0.00, 0.00, 0.01], [0.00, 0.00, 0.00], [0.00, 0.01, 0.01], [-0.01, 0.00, 0.00], [-0.01, -0.01, -0.01], [0.00, 0.01, 0.00], [-0.04, 0.02, 0.01], [-0.01, 0.01, 0.00], [0.01, -0.02, -0.02], [0.01, 0.02, 0.01], [-0.01, -0.01, -0.01], [-0.01, -0.01, 0.00], [-0.10, -0.01, -0.01], [-0.01, 0.00, 0.00], [0.00, 0.00, 0.00], [0.00, 0.00, 0.00], [0.00, 0.00, 0.00]],
  "mulliken_charge": [0.7348, -0.6588, 1.7518, -0.5732, 0.3208, 0.4860, -0.5660, -1.0205, -0.8954, 0.4269, -0.5027, -1.0032, -0.1842, 0.2558, 0.1657, 0.4691, -0.3573, -0.7331, -0.4492, -0.7645, -0.4419, 0.5658, 0.4396, 0.4733, 0.5100, 0.4502, 0.5128, 0.4916, 0.4530, 0.4412, 0.4499, 0.3717, -0.9265, 0.6384, -1.0134, -0.9346, -0.4235, 0.4370, 0.3114, 0.3388, 0.4231, 0.3776, 0.3988, 0.4184, 0.3736, 0.3102, -0.1209, 0.8510, -0.7360, -0.1775, -0.9035, -0.1384, 0.0296, 0.4722, 0.4475, 0.4554, 0.4715],
  "total_charge": 3,
  "homo_ev": -16.83,
  "gap_ev": 7.08,
  "e_tot_ha": -6858.0234,
  "lumo_energy_ev": -9.8
}